{
  "formula": "C14H12N",
  "method": "wB97M-V/def2-TZVPD",
  "symbols": ["C", "C", "C", "C", "C", "C", "C", "C", "C", "C", "C", "C", "C", "C", "N", "H", "H", "H", "H", "H", "H", "H", "H", "H", "H", "H", "H"],
  "coordinates": [[-4.4100, 0.4786, -0.5381], [-3.4485, 1.3642, -0.1063], [-4.0244, -0.8472, -0.7236], [-2.2257, 1.0344, 0.3267], [-2.7699, -1.2839, -0.3568], [-1.8498, -0.3819, 0.1957], [3.6825, 1.2362, -0.7753], [3.6867, -0.1361, -0.7065], [2.5740, 1.9306, -0.2172], [2.6890, -2.2259, 0.2975], [1.5354, 1.2245, 0.3465], [2.6519, -0.8816, 0.0016], [0.5346, -0.6819, 1.2379], [-0.6623, -0.6438, 0.7553], [1.5890, -0.1605, 0.5589], [-5.2908, 1.0210, -0.8733], [-3.8433, 2.4192, -0.0400], [-4.7100, -1.5966, -1.0063], [-1.6454, 1.6955, 0.9726], [-2.6439, -2.3490, -0.3584], [4.5031, 1.7181, -1.2097], [4.5778, -0.5831, -1.0745], [2.5875, 2.9295, -0.5016], [3.5768, -2.8523, 0.0809], [0.6223, 1.5894, 0.8219], [1.7984, -2.6858, 0.8682], [0.9151, -1.3315, 2.0239]],
  "orbital_gap_ha": [0.155, 0.154],
  "e_above_lowest_kcal_mol": 46.1,
  "energy_ev": -16190.74872,
  "total_charge": 1,
  "max_force_ha_per_bohr": 0.088
}

***

{
  "formula": "C6H16N2OS",
  "method": "wB97M-V/def2-TZVPD",
  "symbols": ["C", "C", "C", "C", "C", "C", "N", "N", "O", "S", "H", "H", "H", "H", "H", "H", "H", "H", "H", "H", "H", "H", "H", "H", "H", "H"],
  "coordinates": [[-0.8935, -0.7335, -0.8520], [0.1861, -0.0575, -0.9390], [1.8497, 0.0420, 1.3857], [-0.1165, 1.6662, 2.0848], [1.6562, 2.2563, 0.4815], [-1.5173, -1.6861, -1.9880], [-2.9515, -1.3128, -1.9826], [0.9502, 1.2609, 1.2267], [-1.4158, -2.9871, -1.4798], [1.3628, 0.3879, -2.1009], [-1.7026, -0.7308, 0.0215], [2.3886, -0.1752, 0.4414], [2.7628, 0.1605, 2.0574], [1.3375, -0.7529, 1.8921], [-0.5911, 0.8647, 2.6636], [0.3868, 2.4153, 2.7639], [-0.8280, 2.1680, 1.4423], [1.6959, 3.2842, 0.9374], [2.6141, 1.7694, 0.1302], [1.1515, 2.4937, -0.4219], [-1.1468, -1.5958, -2.9487], [-3.3647, -1.7859, -1.1153], [-3.2406, -0.3459, -1.6719], [-3.3618, -1.5582, -2.9365], [-1.4886, -3.6308, -2.1939], [2.2749, -0.4409, -1.6117]],
  "orbital_gap_ha": [0.335, 0.242],
  "e_above_lowest_kcal_mol": 93.3,
  "energy_ev": -22322.70823,
  "total_charge": 2,
  "max_force_ha_per_bohr": 0.085
}

***

{
  "formula": "C2H4ClN2PS2",
  "method": "wB97M-V/def2-TZVPD",
  "symbols": ["C", "C", "N", "N", "P", "S", "S", "Cl", "H", "H", "H", "H"],
  "coordinates": [[0.2821, 0.7743, -0.2271], [-2.1157, -0.6271, -0.1007], [0.5974, 0.5323, 1.1111], [1.7441, 0.4342, 1.4608], [3.0258, 0.6827, 0.3844], [1.7483, 1.2923, -1.1753], [-0.3632, -0.9495, -0.7545], [2.6425, -1.9059, -0.3791], [-0.4068, 1.6013, -0.2974], [-2.0287, -0.2201, 0.9602], [-2.5611, -1.5499, -0.1187], [-2.5645, -0.0646, -0.8638]],
  "orbital_gap_ha": 0.257,
  "e_above_lowest_kcal_mol": 26.8,
  "energy_ev": -48598.50365,
  "max_force_ha_per_bohr": 0.069
}

***

{
  "formula": "C3H8NOS",
  "method": "wB97M-V/def2-TZVPD",
  "symbols": ["O", "C", "C", "C", "S", "N", "H", "H", "H", "H", "H", "H", "H", "H"],
  "coordinates": [[-0.3727, -2.5253, 0.0901], [0.1073, -1.5718, -0.5400], [-0.2628, -0.0394, -0.2342], [0.8503, 0.8093, 0.1152], [1.8842, 0.9113, -1.4635], [-1.2544, -0.1488, 0.9162], [1.0608, -1.7985, -1.0916], [-0.9053, 0.3707, -1.0642], [0.3689, 1.8037, 0.1412], [1.4417, 0.5452, 1.0524], [1.7872, 2.2510, -1.1834], [-1.7906, 0.7101, 0.8756], [-1.8390, -0.9139, 0.4669], [-1.0754, -0.4036, 1.9191]],
  "s_squared": 0.7536,
  "orbital_gap_ha": [0.161, 0.294],
  "e_above_lowest_kcal_mol": 56.2,
  "energy_ev": -17609.08502,
  "spin_multiplicity": 2,
  "max_force_ha_per_bohr": 0.084
}

***

{
  "formula": "C5H14NOS",
  "method": "wB97M-V/def2-TZVPD",
  "symbols": ["C", "C", "C", "C", "C", "N", "O", "S", "H", "H", "H", "H", "H", "H", "H", "H", "H", "H", "H", "H", "H", "H"],
  "coordinates": [[0.3918, -1.1326, -1.7369], [-0.2443, -0.5101, 2.0659], [-1.4306, 0.6377, 0.2547], [1.1759, 1.2582, -0.8147], [0.7580, -0.6283, -0.4283], [-0.5697, -0.4346, 0.5940], [1.3761, 1.9523, 0.3493], [2.0870, -1.5939, 0.3501], [1.1819, -0.8554, -2.5035], [0.2326, -2.3258, -1.7752], [-0.5856, -0.8194, -2.1345], [0.4591, -1.3657, 2.2257], [0.2946, 0.4251, 2.4061], [-1.1805, -0.5288, 2.4837], [-0.9145, 1.5832, 0.4668], [-1.5709, 0.7278, -0.8667], [-2.4324, 0.5968, 0.6334], [1.9360, 1.2038, -1.5838], [0.2788, 1.4838, -1.3505], [-1.1916, -1.3074, 0.3890], [2.2731, 1.8656, 0.5579], [2.7073, -0.7976, 1.2276]],
  "orbital_gap_ha": 0.381,
  "e_above_lowest_kcal_mol": 61.6,
  "energy_ev": -19775.63302,
  "total_charge": 1,
  "max_force_ha_per_bohr": 0.102
}

***

{
  "formula": "C11H18NP",
  "method": "wB97M-V/def2-TZVPD",
  "symbols": ["C", "C", "C", "C", "C", "C", "C", "C", "C", "C", "C", "N", "P", "H", "H", "H", "H", "H", "H", "H", "H", "H", "H", "H", "H", "H", "H", "H", "H", "H", "H"],
  "coordinates": [[4.8702, 0.0937, 0.3390], [4.3338, -0.9398, -0.5359], [4.1349, 1.0605, 0.8868], [3.0079, -1.0558, -0.5103], [2.7031, 1.1410, 0.6867], [2.1158, -0.0541, 0.0074], [-4.2175, -1.0929, 1.3699], [-1.7241, 2.4716, -0.7515], [-0.0859, -1.7090, -0.6774], [-3.9805, -0.5591, 0.0031], [-2.4645, 1.1564, -0.8491], [-3.2432, 0.7290, -0.0311], [0.4552, -0.1287, 0.1827], [5.8883, 0.1227, 0.5746], [5.0122, -1.6834, -0.9438], [4.6707, 1.7583, 1.5300], [2.4034, -1.8739, -0.9818], [2.1041, 1.2155, 1.6647], [-4.6898, -0.2849, 2.0016], [-5.0665, -1.8780, 1.4159], [-3.2532, -1.5455, 1.8401], [-2.0636, 2.9795, 0.1859], [-0.6246, 2.1544, -0.6179], [-1.7637, 3.0571, -1.5953], [0.5062, -2.0163, -1.4515], [-1.1508, -1.7384, -1.0843], [-0.1418, -2.4874, 0.1215], [-3.1956, -1.2330, -0.5799], [-4.8500, -0.2238, -0.6239], [2.5723, 2.0967, 0.1063], [-2.2629, 0.4676, -1.6828]],
  "orbital_gap_ha": 0.266,
  "e_above_lowest_kcal_mol": 52.5,
  "energy_ev": -22473.66957,
  "max_force_ha_per_bohr": 0.115
}